Computed, not measured: a cluster of 3 separate species, C4H15NO2 in total, with ωB97M-V/def2-TZVPD.

```
! wB97M-V def2-TZVPD RIJCOSX def2/J DEFGRID3
* xyz -1 2
C 1.756 3.222 -0.286
C 1.031 2.014 0.308
C 1.122 0.776 -0.607
C 1.506 1.813 1.764
N 1.212 3.480 -1.621
H 2.846 3.080 -0.469
H 1.855 4.062 0.391
H -0.004 2.382 0.384
H 2.179 0.631 -0.886
H 0.527 0.782 -1.521
H 0.687 -0.086 -0.056
H 1.413 2.712 2.413
H 0.901 1.018 2.217
H 2.527 1.387 1.678
H 1.904 3.287 -2.316
H 0.304 3.806 -1.873
H -2.911 -6.240 0.071
H -1.837 -6.040 1.163
O -2.154 -6.669 0.503
H -5.015 -5.001 -1.202
H -5.027 -4.892 0.335
O -4.822 -5.521 -0.390
*
```

Values from the calculation:
DFT total energy (a.u.): -366.56691
Energy above the lowest of the compared OMol25 structures with the same formula, charge and spin (kJ/mol): 62.00
Kohn-Sham gap (spin up / spin down) (eV): 1.6 / 9.4

Computed, not measured: a structure of composition C33H47BN8O8PPbSeTe, with ωB97M-V/def2-TZVPD.

```
! wB97M-V def2-TZVPD RIJCOSX def2/J DEFGRID3
* xyz 1 1
Pb -0.478 -0.683 1.137
C 1.063 -1.892 5.819
N 1.220 -2.632 4.575
C 0.883 -4.048 4.578
C 1.573 -2.035 3.432
O 1.649 -2.604 2.344
C 1.893 -0.536 3.506
O 2.117 0.015 2.219
C 3.320 -0.375 1.599
C 3.094 -0.983 0.220
O 1.981 -1.128 -0.272
N 4.222 -1.368 -0.420
C 4.120 -2.055 -1.699
C 5.553 -1.129 0.114
H 0.732 -2.587 6.585
H 0.297 -1.120 5.733
H 2.004 -1.446 6.145
H 1.600 -4.605 5.184
H 0.909 -4.413 3.556
H -0.120 -4.180 4.985
H 2.753 -0.362 4.164
H 1.045 0.010 3.923
H 3.851 -1.119 2.198
H 3.971 0.503 1.505
H 3.094 -2.388 -1.846
H 4.779 -2.924 -1.697
H 4.415 -1.403 -2.526
H 5.714 -1.649 1.060
H 5.752 -0.065 0.256
H 6.279 -1.508 -0.601
B -2.684 1.019 -1.925
N -3.094 -0.386 -1.490
C -4.202 -1.037 -1.884
C -4.442 -2.075 -1.008
C -3.407 -1.983 -0.077
N -2.602 -0.962 -0.368
N -1.094 1.069 -2.165
C -0.432 2.212 -2.209
C 0.920 1.987 -2.469
C 1.019 0.623 -2.570
N -0.201 0.069 -2.358
H -3.223 1.296 -2.963
H -2.880 1.821 -1.052
H -4.739 -0.709 -2.757
H -5.244 -2.790 -1.035
H -3.193 -2.614 0.771
H -0.968 3.131 -2.049
H 1.702 2.718 -2.568
H 1.864 -0.014 -2.751
Se -2.517 -2.774 5.465
C -1.944 -2.019 3.975
N -1.552 -1.509 2.995
C -1.438 7.393 -3.290
O -1.229 6.525 -2.182
C 0.054 6.282 -1.803
C 1.186 6.750 -2.451
C 2.446 6.414 -1.964
C 2.579 5.628 -0.833
C 1.447 5.169 -0.172
C 0.191 5.482 -0.659
N -1.003 5.025 -0.058
C -1.111 3.938 0.693
C -2.268 3.430 1.250
C -3.545 4.069 1.160
C -4.656 3.464 1.639
C -4.543 2.171 2.238
C -3.354 1.531 2.360
C -2.143 2.134 1.877
O -1.021 1.551 1.979
H -0.996 6.978 -4.197
H -1.020 8.381 -3.091
H -2.514 7.468 -3.412
H 1.098 7.372 -3.328
H 3.323 6.787 -2.473
H 3.559 5.388 -0.447
H 1.547 4.587 0.734
H -1.838 5.526 -0.332
H -0.204 3.366 0.851
H -3.627 5.054 0.716
H -5.620 3.947 1.581
H -5.440 1.692 2.611
H -3.277 0.558 2.825
C 2.456 -5.902 -1.332
C 1.722 -4.836 -0.561
O 1.034 -3.970 -1.524
P -0.405 -3.433 -1.164
O -0.615 -3.103 0.255
Te -0.575 -1.822 -3.095
O -1.452 -4.532 -1.592
C -1.552 -5.063 -2.931
C -2.932 -4.798 -3.480
H 2.993 -6.547 -0.636
H 3.178 -5.462 -2.019
H 1.764 -6.520 -1.902
H 2.385 -4.184 0.006
H 0.991 -5.256 0.131
H -1.354 -6.132 -2.843
H -0.756 -4.649 -3.563
H -3.680 -5.310 -2.878
H -2.995 -5.169 -4.503
H -3.163 -3.732 -3.474
*
```

Values from the calculation:
DFT total energy (a.u.): -5554.09332
Energy above the lowest of the compared OMol25 structures with the same formula, charge and spin (kJ/mol): 82.45
Kohn-Sham gap (eV): 6.6

Computed, not measured: a cluster of 2 separate species, C5H16N2O in total, with ωB97M-V/def2-TZVPD.

```
! wB97M-V def2-TZVPD RIJCOSX def2/J DEFGRID3
* xyz 0 1
N -0.582 0.280 2.021
C 0.666 0.523 1.297
C 1.902 0.015 2.119
C 0.549 -0.294 -0.025
N -0.713 -0.205 -0.725
C -1.205 -1.529 -1.189
C -0.629 -1.728 -2.599
H -0.680 -0.697 2.277
H -0.570 0.783 2.903
H 0.817 1.590 1.011
H 2.587 0.836 2.323
H 2.407 -0.812 1.627
H 1.504 -0.251 3.094
H 1.385 -0.105 -0.698
H 0.656 -1.321 0.422
H -1.350 0.381 -0.204
H -2.297 -1.557 -1.262
H -0.812 -2.255 -0.450
H 0.340 -2.258 -2.696
H -1.323 -2.222 -3.283
H -0.477 -0.742 -3.030
H -0.161 3.628 -1.446
H -1.213 3.685 -0.416
O -0.801 4.255 -1.073
*
```

Values from the calculation:
DFT total energy (a.u.): -384.81449
Energy above the lowest of the compared OMol25 structures with the same formula, charge and spin (kJ/mol): 114.44
Kohn-Sham gap (eV): 9.4
Structure (SMILES): CCNC[C@H](C)N.O

Computed, not measured: a structure of composition C2H3KO2, with ωB97M-V/def2-TZVPD.

```
! wB97M-V def2-TZVPD RIJCOSX def2/J DEFGRID3
* xyz 1 2
O -0.455 -1.083 1.390
C -0.387 -0.723 0.163
C -0.554 0.638 -0.374
H -0.650 -2.029 1.512
H -1.061 1.294 0.356
H -0.931 0.604 -1.410
O 0.823 0.487 -0.217
K 3.217 0.812 -1.420
*
```

Values from the calculation:
DFT total energy (a.u.): -828.08481
Energy above the lowest of the compared OMol25 structures with the same formula, charge and spin (kJ/mol): 0.00
Kohn-Sham gap (spin up / spin down) (eV): 9.5 / 9.2

Computed, not measured: a structure of composition C33H46P2PtSi, with ωB97M-V/def2-TZVPD.

```
! wB97M-V def2-TZVPD RIJCOSX def2/J DEFGRID3
* xyz 0 3
P -0.374 -1.518 -4.654
P 0.094 2.387 -5.321
C -0.523 -0.397 -6.102
C 0.441 0.797 -6.178
H -1.578 -0.111 -6.260
H -0.280 -1.054 -6.953
H 1.470 0.506 -5.917
H 0.479 1.118 -7.234
C -1.185 3.128 -6.404
H -1.676 3.974 -5.899
H -1.954 2.386 -6.671
H -0.692 3.484 -7.323
C 1.566 3.393 -5.641
H 1.450 3.893 -6.612
H 2.461 2.759 -5.658
H 1.685 4.153 -4.858
C -1.537 -2.859 -4.968
H -1.499 -3.565 -4.127
H -1.230 -3.369 -5.892
H -2.557 -2.466 -5.081
C 1.272 -2.243 -4.725
H 2.059 -1.480 -4.810
H 1.330 -2.905 -5.601
H 1.456 -2.841 -3.821
Pt 0.683 -0.660 -0.378
C -0.443 2.929 -3.651
C -1.823 2.519 -3.407
C -2.365 1.230 -3.780
C -2.062 0.089 -2.786
C -0.842 -0.786 -3.114
C 0.537 -0.311 -2.563
C 1.189 0.990 -2.911
C 0.425 2.255 -2.529
C 0.405 -2.322 0.688
H -0.320 4.016 -3.618
H -2.445 3.165 -2.794
H -2.050 0.926 -4.793
H -3.467 1.352 -3.815
H -1.923 0.484 -1.765
H -2.951 -0.561 -2.742
H -1.052 -1.712 -2.527
H 1.296 -1.123 -2.618
H 1.509 1.005 -3.972
H 2.140 1.009 -2.352
H -0.214 2.034 -1.662
H 1.161 2.988 -2.153
H 1.271 -2.427 1.364
H 0.364 -3.145 -0.048
H -0.527 -2.250 1.277
C -0.583 5.238 0.657
C 0.637 4.705 0.231
C 0.909 3.342 0.409
C -0.062 2.494 0.959
C -1.310 3.020 1.309
C -1.558 4.391 1.191
Si 0.405 0.704 1.372
C 1.976 0.926 2.378
C 3.190 0.335 2.034
C 4.336 0.621 2.797
C 4.257 1.480 3.895
C 3.035 2.077 4.231
C 1.898 1.806 3.469
C -0.991 0.017 2.439
C -0.800 -0.368 3.772
C -1.914 -0.691 4.560
C -3.200 -0.663 4.012
C -3.374 -0.387 2.654
C -2.260 -0.090 1.856
H -0.775 6.309 0.572
H 1.383 5.350 -0.232
H 1.884 2.934 0.124
H -2.082 2.358 1.701
H -2.518 4.794 1.521
H 3.228 -0.336 1.171
H 5.293 0.170 2.530
H 5.144 1.693 4.495
H 2.960 2.753 5.083
H 0.947 2.289 3.713
H 0.208 -0.413 4.189
H -1.772 -0.964 5.605
H -4.069 -0.874 4.639
H -4.368 -0.400 2.204
H -2.376 0.068 0.778
*
```

Values from the calculation:
DFT total energy (a.u.): -2376.29707
Energy above the lowest of the compared OMol25 structures with the same formula, charge and spin (kJ/mol): 357.44
Kohn-Sham gap (spin up / spin down) (eV): 3.6 / 5.7

Computed, not measured: a structure of composition C48H36I2NaOP2S, with ωB97M-V/def2-TZVPD.

```
! wB97M-V def2-TZVPD RIJCOSX def2/J DEFGRID3
* xyz 1 1
Na -0.659 -0.868 -1.980
O 0.194 0.566 0.966
S -0.531 -0.738 0.900
C -2.134 -0.393 1.643
C -2.778 -1.292 2.461
C -3.974 -0.979 3.137
C -4.488 0.278 2.989
C -5.673 0.954 3.628
C -5.739 2.356 2.968
C -4.583 2.383 2.003
C -4.156 3.336 1.121
C -3.077 3.025 0.275
C -2.389 1.826 0.307
P -1.188 1.520 -1.049
C -2.205 1.698 -2.585
C -3.574 1.921 -2.679
C -4.210 1.892 -3.916
C -3.490 1.650 -5.074
C -2.123 1.418 -4.999
C -1.496 1.426 -3.764
C -0.277 3.115 -1.033
C 0.442 3.455 0.116
C 1.095 4.674 0.199
C 1.054 5.567 -0.862
C 0.358 5.229 -2.011
C -0.306 4.013 -2.099
C -2.737 0.863 1.310
C -3.880 1.166 2.078
C 0.349 -1.749 2.091
C 0.080 -1.666 3.436
C 0.682 -2.513 4.383
C 1.554 -3.465 3.934
C 2.300 -4.550 4.664
C 3.198 -5.211 3.588
C 2.878 -4.476 2.313
C 3.377 -4.590 1.050
C 2.951 -3.668 0.075
C 2.013 -2.679 0.303
P 1.740 -1.406 -0.994
C 2.864 -0.064 -0.474
C 3.655 -0.101 0.668
C 4.508 0.958 0.954
C 4.582 2.048 0.101
C 3.793 2.088 -1.040
C 2.934 1.042 -1.320
C 2.662 -2.043 -2.445
C 4.036 -1.885 -2.615
C 4.656 -2.359 -3.760
C 3.915 -2.998 -4.745
C 2.547 -3.162 -4.588
C 1.927 -2.680 -3.444
C 1.380 -2.612 1.596
C 1.906 -3.488 2.569
H -2.338 -2.267 2.621
H -4.432 -1.717 3.782
H -5.535 1.026 4.708
H -6.589 0.385 3.464
H -5.651 3.154 3.706
H -6.684 2.508 2.444
H -4.652 4.295 1.034
H -2.785 3.760 -0.466
H -4.154 2.121 -1.790
H -5.279 2.058 -3.968
H -3.991 1.637 -6.034
H -1.550 1.236 -5.899
H -0.420 1.260 -3.705
H 0.486 2.765 0.945
H 1.643 4.923 1.099
H 1.554 6.524 -0.789
H 0.319 5.919 -2.844
H -0.852 3.780 -3.002
H -0.626 -0.927 3.787
H 0.421 -2.418 5.429
H 1.602 -5.268 5.098
H 2.887 -4.140 5.487
H 2.994 -6.277 3.488
H 4.257 -5.111 3.830
H 4.121 -5.334 0.792
H 3.415 -3.722 -0.899
H 3.615 -0.949 1.339
H 5.121 0.923 1.846
H 5.256 2.865 0.325
H 3.840 2.944 -1.702
H 2.307 1.076 -2.205
H 4.616 -1.381 -1.851
H 5.724 -2.230 -3.885
H 4.404 -3.368 -5.636
H 1.967 -3.660 -5.354
H 0.856 -2.816 -3.318
I -3.803 -1.913 -1.250
I -6.031 -0.495 -0.975
*
```

Values from the calculation:
DFT total energy (a.u.): -3764.42170
Energy above the lowest of the compared OMol25 structures with the same formula, charge and spin (kJ/mol): 12.73
Kohn-Sham gap (eV): 5.9

Computed, not measured: an isolated molecule of C5H9O2P, with ωB97M-V/def2-TZVPD.

```
! wB97M-V def2-TZVPD RIJCOSX def2/J DEFGRID3
* xyz 0 1
C -1.635 0.357 0.001
C -1.858 1.561 0.018
C -1.512 -1.108 -0.013
C -0.271 -1.706 0.558
C 1.514 1.853 -0.307
O 2.511 -1.544 0.391
O 1.039 0.630 0.341
P 1.244 -0.909 -0.026
H 0.971 -0.817 -1.420
H -1.841 2.560 0.130
H -2.352 -1.450 0.625
H -1.808 -1.379 -1.041
H -0.266 -1.806 1.783
H -0.401 -2.773 0.278
H 1.116 2.606 0.361
H 0.929 2.043 -1.194
H 2.620 1.883 -0.484
*
```

Values from the calculation:
DFT total energy (a.u.): -687.68446
Energy above the lowest of the compared OMol25 structures with the same formula, charge and spin (kJ/mol): 196.85
Kohn-Sham gap (eV): 10.7
Structure (SMILES): C#CCC[P@H](=O)OC

Computed, not measured: a cluster of 3 separate species, C4H11NO2 in total, with ωB97M-V/def2-TZVPD.

```
! wB97M-V def2-TZVPD RIJCOSX def2/J DEFGRID3
* xyz -1 2
C 1.535 1.662 0.766
C 1.186 0.852 -0.433
C 0.851 1.320 -1.636
C 1.726 -1.338 0.220
N 0.750 -0.484 -0.125
H 0.602 2.105 1.145
H 1.962 1.157 1.642
H 2.271 2.485 0.679
H 0.179 0.796 -2.300
H 0.824 2.404 -1.769
H 1.544 -2.443 0.171
H 2.735 -0.972 0.503
H -1.532 0.334 1.597
H -0.402 -0.711 1.416
O -1.022 -0.325 2.077
H -4.209 -2.873 -0.846
H -4.759 -2.004 -1.955
O -4.241 -1.964 -1.149
*
```

Values from the calculation:
DFT total energy (a.u.): -364.14806
Energy above the lowest of the compared OMol25 structures with the same formula, charge and spin (kJ/mol): 237.83
Kohn-Sham gap (spin up / spin down) (eV): 3.1 / 6.7

Computed, not measured: a structure of composition C15H35AlN3O5, with ωB97M-V/def2-TZVPD.

```
! wB97M-V def2-TZVPD RIJCOSX def2/J DEFGRID3
* xyz -1 1
C 2.230 -1.322 2.218
C 1.647 -1.361 0.829
O 1.461 -2.364 0.208
O 1.407 -0.126 0.332
C 0.055 0.198 -0.097
C -0.779 0.736 1.052
C -2.282 0.734 0.701
C -3.123 -0.312 1.464
Al -3.617 -2.028 0.490
H 1.413 -1.191 2.930
H 2.762 -2.252 2.407
H 2.895 -0.463 2.297
H -0.403 -0.669 -0.578
H 0.190 0.976 -0.849
H -0.457 1.766 1.230
H -0.580 0.164 1.964
H -2.325 0.620 -0.389
H -2.659 1.745 0.903
H -2.566 -0.619 2.360
H -4.044 0.159 1.828
H -3.999 -1.734 -1.071
H -2.343 -3.059 0.610
H -4.901 -2.705 1.271
C 2.520 -6.077 4.610
O 1.350 -6.389 4.557
N 3.293 -5.787 3.541
C 4.691 -5.457 3.684
C 2.709 -5.811 2.207
H 3.074 -6.007 5.564
H 4.902 -4.455 3.300
H 5.322 -6.169 3.146
H 4.963 -5.485 4.739
H 1.907 -5.079 2.112
H 2.291 -6.794 1.989
H 3.492 -5.577 1.489
C 1.288 3.896 -0.223
O 0.081 4.007 -0.177
N 2.017 4.028 -1.354
C 3.451 3.864 -1.369
C 1.311 4.320 -2.588
H 1.899 3.648 0.662
H 3.950 4.774 -1.712
H 3.745 3.040 -2.023
H 3.795 3.638 -0.361
H 0.770 5.264 -2.510
H 0.585 3.537 -2.810
H 2.034 4.383 -3.399
C -3.091 2.182 -2.597
O -2.633 1.064 -2.628
N -3.717 2.775 -3.647
C -4.259 4.107 -3.565
C -3.844 2.013 -4.875
H -3.049 2.817 -1.694
H -5.338 4.111 -3.737
H -3.793 4.774 -4.297
H -4.069 4.507 -2.569
H -4.395 1.089 -4.699
H -2.862 1.740 -5.265
H -4.371 2.618 -5.611
*
```

Values from the calculation:
DFT total energy (a.u.): -1375.42873
Kohn-Sham gap (eV): 6.4

Computed, not measured: a structure of composition C4H4LiNdO5, with ωB97M-V/def2-TZVPD.

```
! wB97M-V def2-TZVPD RIJCOSX def2/J DEFGRID3
* xyz 3 5
O -3.560 0.154 0.108
C -3.045 0.425 1.309
C -4.234 -1.059 0.177
O -1.964 0.950 1.470
O -3.662 -0.275 2.235
C -4.530 -1.258 1.631
Li -0.255 0.939 0.714
H -0.968 -1.389 -1.325
H -4.540 -1.564 -0.733
H -5.567 -1.049 1.925
C 0.166 -1.053 -1.389
O 0.591 -0.130 -0.610
O 0.941 -1.481 -2.267
Nd 3.258 -0.590 -2.034
H -4.248 -2.252 2.010
*
```

Values from the calculation:
DFT total energy (a.u.): -1098.90672
Energy above the lowest of the compared OMol25 structures with the same formula, charge and spin (kJ/mol): 44.64
Kohn-Sham gap (spin up / spin down) (eV): 5.4 / 7.2

Computed, not measured: a cluster of 2 separate species, C5H14 in total, with ωB97M-V/def2-TZVPD.

```
! wB97M-V def2-TZVPD RIJCOSX def2/J DEFGRID3
* xyz 0 1
C -0.189 -1.805 0.189
C 0.903 -1.593 -0.774
C -0.164 -3.230 0.720
H -0.054 -1.052 0.953
H -1.112 -1.597 -0.278
H 1.869 -1.341 -0.130
H 0.963 -0.749 -1.406
H -0.188 -3.123 1.782
H -1.143 -3.628 0.441
H 0.868 -2.278 -1.589
H 0.667 -3.848 0.341
C 0.181 3.237 -0.551
C -0.772 2.836 0.567
H 0.696 2.306 -0.915
H -0.343 3.708 -1.363
H 1.004 3.949 -0.339
H -0.465 3.265 1.573
H -0.983 1.763 0.540
H -1.738 3.182 0.239
*
```

Values from the calculation:
DFT total energy (a.u.): -198.83681
Energy above the lowest of the compared OMol25 structures with the same formula, charge and spin (kJ/mol): 137.44
Kohn-Sham gap (eV): 12.0
Structure (SMILES): CCC.CC

Among the records above, which one has the highest DFT total energy?
C5H14